Record 1
Density functional theory data (wB97M-V/def2-TZVPD) for a structure of composition C32H29ClN6O3SSr in a non-equilibrium geometry.

## Properties
HOMO level (spin up / spin down) = -2.200 / -2.199 eV
spin multiplicity = 1
lowest unoccupied orbital energy (spin up / spin down) = 3.71 / 3.71 eV
frontier orbital gap (spin up / spin down) = 0.2170 / 0.2170 Eh
net charge = -2
molar mass = 700.76 g/mol
energy relative to the best compared isomer or geometry (same formula, charge and spin) = 144.1 kcal/mol

Geometry (Å):
Sr (-0.03449, 0.77415, -2.74877)
C (4.08606, -1.04362, -4.47672)
C (3.05352, -1.72073, -3.93635)
C (2.63797, -1.25360, -2.67818)
C (3.45907, -0.36711, -1.96966)
N (4.70136, 0.02767, -2.38720)
C (4.94625, -0.36526, -3.62239)
C (2.87983, 0.06167, -0.74738)
C (3.55275, 0.72871, 0.22393)
C (2.95524, 0.92289, 1.49089)
C (1.57701, 0.71280, 1.52643)
C (0.97423, -0.05601, 0.56643)
N (1.56257, -0.41878, -0.61004)
H (4.48127, -1.28334, -5.46568)
H (2.38399, -2.46554, -4.44587)
H (1.85863, -1.85047, -2.25471)
H (5.74783, 0.07617, -4.06343)
H (4.49148, 1.03082, 0.08307)
H (3.45944, 1.54903, 2.29968)
H (0.80411, 0.98019, 2.23533)
H (-0.10154, -0.32221, 0.59346)
Cl (-2.93085, -4.62582, 2.23862)
C (-2.70633, -3.46604, 0.93704)
C (-2.87059, -2.06266, 1.04766)
C (-2.63991, -1.20538, 0.08677)
C (-2.01352, -1.67478, -1.11174)
O (-1.60017, -0.84591, -1.98669)
C (-1.76262, -3.09457, -1.28173)
C (-0.96873, -3.52903, -2.42349)
O (-0.81486, -4.69890, -2.91212)
C (-2.19426, -3.93509, -0.25808)
H (-3.13420, -1.69080, 2.08839)
H (-2.55487, -0.16219, 0.18578)
H (-0.44829, -2.68702, -2.93082)
H (-2.03707, -5.06306, -0.38861)
C (-4.92328, 0.67771, 4.12769)
C (-4.10449, 1.57285, 3.33623)
C (-2.72003, 1.09571, 3.04001)
C (-2.17541, 0.02689, 3.74680)
C (-3.01153, -0.71569, 4.46952)
C (-4.39337, -0.52221, 4.70803)
N (-0.82159, -0.05045, 3.67832)
N (-0.41918, -1.13122, 4.17722)
C (0.93809, -1.59581, 4.00621)
C (1.01563, -2.91793, 3.17631)
C (2.48903, -3.15793, 2.93393)
C (3.41773, -2.36464, 3.43705)
C (3.30814, -1.41439, 4.44454)
C (1.89190, -0.87385, 4.70641)
H (-5.88979, 0.45580, 3.72127)
H (-4.67111, 2.24057, 2.77011)
H (-2.34295, 1.88528, 2.52938)
H (-2.39862, -1.51077, 4.83394)
H (-5.11002, -1.32888, 5.09817)
H (0.63749, -3.68959, 3.79641)
H (2.82686, -4.02729, 2.45215)
H (4.35861, -2.69851, 3.08212)
H (4.18177, -1.14187, 5.13372)
O (-0.60538, 2.95369, -2.18269)
C (1.16109, 5.04223, -2.64609)
N (-0.23305, 5.13964, -2.96127)
C (-0.82177, 4.01367, -2.81360)
S (-0.41189, 0.55385, -5.47168)
N (-2.07879, 4.05500, -3.35466)
C (-2.79834, 5.24974, -3.49763)
H (1.60150, 6.00995, -2.75945)
H (1.72668, 4.34928, -3.39777)
H (1.38987, 4.74983, -1.63137)
H (-0.34204, 1.84888, -5.50335)
H (-2.66739, 3.34475, -2.95547)
H (-3.69725, 5.06629, -4.04002)
H (-2.14484, 5.76438, -4.40583)
H (-2.96258, 6.06888, -2.68845)

=====

Record 2
Density functional theory data (wB97M-V/def2-TZVPD) for a structure of composition C45H43N2O4P2PtS2 in a non-equilibrium geometry.

## Properties
HOMO level = -10.115 eV
spin multiplicity = 1
lowest unoccupied orbital energy = -4.05 eV
frontier orbital gap = 0.2230 Eh
net charge = +1
molar mass = 997.01 g/mol
energy relative to the best compared isomer or geometry (same formula, charge and spin) = 0.0 kcal/mol

Geometry (Å):
Pt (-0.12532, 0.20912, -0.77104)
C (-4.47209, 1.32298, 0.37949)
O (-3.15465, 1.66213, -0.03618)
C (-3.02336, 2.54528, -1.05104)
C (-4.09594, 3.14101, -1.69853)
C (-3.87279, 4.14891, -2.62893)
C (-2.58837, 4.57466, -2.91478)
C (-1.51247, 3.95762, -2.30054)
C (-1.71023, 2.92050, -1.39307)
N (-0.54953, 2.28883, -0.84498)
N (0.36027, 3.12821, -0.55577)
C (1.68365, 2.89665, -0.65215)
C (2.22692, 1.80041, -1.36617)
O (1.49742, 0.85930, -1.86021)
C (3.63188, 1.76050, -1.59756)
C (4.44421, 2.70228, -1.05701)
C (3.93908, 3.80516, -0.29880)
C (4.79995, 4.79258, 0.21578)
C (4.29264, 5.87439, 0.88872)
C (2.90694, 5.99531, 1.06241)
C (2.04671, 5.04024, 0.57840)
C (2.54808, 3.92280, -0.11205)
H (-5.02824, 2.21384, 0.67738)
H (-4.35554, 0.66291, 1.23455)
H (-5.00966, 0.79665, -0.41110)
H (-5.10707, 2.84388, -1.46810)
H (-4.71973, 4.60910, -3.11985)
H (-2.41742, 5.36877, -3.62784)
H (-0.50044, 4.24834, -2.54523)
H (4.00728, 0.93275, -2.18352)
H (5.51643, 2.63609, -1.20256)
H (5.86748, 4.69112, 0.06350)
H (4.95594, 6.63624, 1.27489)
H (2.50691, 6.85434, 1.58545)
H (0.97942, 5.13866, 0.72218)
C (-0.39875, 3.90620, 4.14945)
C (-1.18738, 3.83736, 3.00952)
C (-1.07734, 2.76248, 2.14381)
C (-0.16455, 1.74574, 2.41822)
C (0.64267, 1.82595, 3.56014)
C (0.51115, 2.90103, 4.42638)
P (-0.01552, 0.19717, 1.48658)
C (1.58308, -0.50653, 1.93212)
C (2.74879, 0.12060, 1.49400)
C (3.98135, -0.44866, 1.75611)
C (4.05755, -1.63974, 2.46690)
C (2.90185, -2.25103, 2.92912)
C (1.66116, -1.69196, 2.65990)
C (-1.33735, -0.88795, 2.01497)
C (-1.65065, -1.22610, 3.30592)
C (-2.78048, -2.03230, 3.53849)
C (-3.59152, -2.42243, 2.50635)
C (-3.33244, -2.02519, 1.17392)
C (-4.18009, -2.31595, 0.07762)
C (-3.88643, -1.82215, -1.15861)
C (-2.73288, -1.03241, -1.39639)
C (-1.87878, -0.75789, -0.36625)
C (-2.17215, -1.25297, 0.93437)
H (-0.49340, 4.74776, 4.82325)
H (-1.89503, 4.62668, 2.79182)
H (-1.70587, 2.70866, 1.27747)
H (1.37367, 1.05828, 3.77076)
H (1.13006, 2.95276, 5.31214)
H (2.70191, 1.06093, 0.95930)
H (4.88065, 0.03589, 1.39949)
H (5.02125, -2.09169, 2.66164)
H (2.96174, -3.17528, 3.48803)
H (0.76477, -2.19633, 2.99112)
H (-1.04540, -0.89246, 4.14015)
H (-3.01904, -2.32626, 4.55186)
H (-4.47358, -3.01783, 2.71037)
H (-5.07019, -2.91244, 0.23755)
H (-4.53718, -2.04151, -1.99592)
H (-2.55515, -0.65914, -2.39324)
C (2.98943, -4.44180, -1.34309)
C (2.82882, -4.19770, -2.83085)
C (2.34673, -5.41887, -3.59045)
O (1.97825, -3.04917, -3.12131)
P (0.55608, -2.65272, -2.58811)
S (-0.32777, -1.38699, -3.75006)
S (0.91929, -1.88342, -0.67760)
O (-0.09319, -4.08079, -2.33145)
C (-1.39237, -4.24590, -1.69859)
C (-2.43319, -4.45262, -2.77803)
C (-1.26933, -5.42020, -0.75162)
H (3.67193, -5.28003, -1.19876)
H (2.03461, -4.70274, -0.88293)
H (3.39833, -3.56731, -0.83674)
H (3.78419, -3.87478, -3.24499)
H (1.46775, -5.85647, -3.12090)
H (3.14225, -6.16478, -3.60943)
H (2.10097, -5.15409, -4.61809)
H (-1.60520, -3.34188, -1.12273)
H (-2.18575, -5.33424, -3.37119)
H (-2.48209, -3.58887, -3.44072)
H (-3.41268, -4.60429, -2.32394)
H (-1.03684, -6.33291, -1.30266)
H (-2.20966, -5.56817, -0.21902)
H (-0.47944, -5.24217, -0.02090)

=====

Record 3
Density functional theory data (wB97M-V/def2-TZVPD) for a structure of composition C22H22ClN7O2Pt in a non-equilibrium geometry.

## Properties
HOMO level (spin up / spin down) = -13.864 / -14.430 eV
spin multiplicity = 3
lowest unoccupied orbital energy (spin up / spin down) = -7.07 / -9.33 eV
frontier orbital gap (spin up / spin down) = 0.2498 / 0.1873 Eh
net charge = +2
molar mass = 647.00 g/mol
energy relative to the best compared isomer or geometry (same formula, charge and spin) = 10.1 kcal/mol

Geometry (Å):
Pt (0.36328, -0.76838, 0.30237)
Cl (5.62188, 1.75776, -3.99758)
C (4.32276, 1.51564, -2.92614)
C (3.37408, 2.54360, -2.73078)
C (2.30652, 2.33882, -1.90841)
C (2.09433, 1.09753, -1.23448)
O (0.99887, 0.95715, -0.57859)
C (3.12970, 0.09766, -1.34634)
C (3.14925, -1.08007, -0.53947)
N (2.21321, -1.45368, 0.27841)
C (2.35895, -2.54868, 1.13203)
C (3.55892, -3.04797, 1.60745)
C (3.56589, -4.13575, 2.48863)
C (2.40042, -4.75030, 2.86990)
C (1.15602, -4.28158, 2.39440)
C (-0.08204, -4.88598, 2.69910)
C (-1.23498, -4.32665, 2.20901)
C (-1.17078, -3.13985, 1.47041)
N (-0.02897, -2.55834, 1.15961)
C (1.13747, -3.13455, 1.56406)
C (4.20317, 0.32779, -2.21631)
H (3.50396, 3.48681, -3.23970)
H (1.57512, 3.11950, -1.76282)
H (4.05013, -1.68504, -0.61634)
H (4.49728, -2.57959, 1.34336)
H (4.51330, -4.48983, 2.86639)
H (2.41126, -5.58684, 3.55187)
H (-0.10735, -5.77442, 3.30882)
H (-2.19711, -4.77581, 2.39051)
H (-2.08315, -2.64978, 1.16100)
H (4.96022, -0.43294, -2.33148)
C (-1.63953, 2.27087, 0.74321)
N (-2.27048, 3.44602, 0.27958)
C (-1.95223, 3.66031, -1.12614)
N (-2.45945, 2.54569, -1.91727)
C (-1.84383, 1.32003, -1.51727)
N (-2.12130, 1.05440, -0.06387)
C (-3.64612, 1.00519, 0.08203)
N (-4.20854, 2.22808, -0.35242)
C (-3.71645, 3.34460, 0.44541)
C (-3.90761, 2.45925, -1.75976)
H (-1.88183, 2.06171, 1.79017)
H (-0.55307, 2.32331, 0.61876)
H (-0.86887, 3.73056, -1.24322)
H (-2.40721, 4.58909, -1.46971)
H (-0.75956, 1.37651, -1.65593)
H (-2.24406, 0.48457, -2.10062)
H (-3.85857, 0.80227, 1.13589)
H (-4.00100, 0.16909, -0.52891)
H (-3.95394, 3.17953, 1.49924)
H (-4.19123, 4.26774, 0.11498)
H (-4.36813, 3.39145, -2.08585)
H (-4.29622, 1.63587, -2.36404)
O (-1.88135, -0.34444, 1.66276)
N (-1.53104, -0.15798, 0.44405)

=====

The highest energy relative to the best compared isomer or geometry (same formula, charge and spin) belongs to which entry? C32H29ClN6O3SSr